# 1
Molecular formula: C32H23ClN3NaO3S3
Method: DFT, ωB97M-V/def2-TZVPD

Cartesian coordinates (Å):
Na (-0.383, -0.227, 0.266)
O (2.113, 0.655, 3.978)
C (1.830, 0.316, 2.826)
N (0.745, -0.328, 2.408)
C (0.028, -1.164, 3.162)
O (0.443, -1.949, 4.018)
C (-1.424, -1.195, 2.782)
C (-2.223, -2.236, 3.254)
C (-3.552, -2.283, 2.884)
C (-4.044, -1.282, 2.052)
C (-3.179, -0.272, 1.664)
N (-1.912, -0.213, 2.022)
C (2.725, 0.764, 1.707)
C (4.053, 1.076, 2.011)
C (4.878, 1.545, 1.009)
C (4.345, 1.707, -0.264)
C (3.013, 1.375, -0.466)
N (2.223, 0.904, 0.483)
H (-1.768, -2.973, 3.903)
H (-4.200, -3.080, 3.230)
H (-5.067, -1.302, 1.709)
H (-3.520, 0.540, 1.038)
H (4.397, 0.954, 3.028)
H (5.915, 1.787, 1.208)
H (4.942, 2.087, -1.081)
H (2.542, 1.491, -1.436)
O (-1.723, -0.753, -1.042)
C (-2.671, -0.818, -1.973)
C (-3.810, 0.158, -1.677)
C (-3.730, 1.509, -1.534)
C (-4.971, 2.128, -1.256)
C (-5.987, 1.232, -1.171)
S (-5.434, -0.379, -1.439)
C (-3.257, -2.225, -2.094)
C (-2.937, -3.310, -1.346)
C (-3.600, -4.489, -1.755)
C (-4.401, -4.289, -2.829)
S (-4.363, -2.649, -3.361)
C (-2.195, -0.487, -3.392)
C (-2.673, 0.421, -4.284)
C (-1.996, 0.397, -5.524)
C (-1.020, -0.542, -5.560)
S (-0.904, -1.403, -4.074)
H (-2.805, 2.045, -1.635)
H (-5.102, 3.191, -1.129)
H (-7.033, 1.397, -0.990)
H (-2.237, -3.244, -0.533)
H (-3.480, -5.443, -1.268)
H (-5.020, -4.993, -3.351)
H (-3.482, 1.098, -4.072)
H (-2.231, 1.050, -6.345)
H (-0.335, -0.758, -6.354)
Cl (2.570, 3.319, -8.114)
C (1.977, 2.714, -6.577)
C (1.175, 3.531, -5.783)
C (0.732, 3.072, -4.575)
C (1.074, 1.767, -4.080)
C (0.671, 1.320, -2.859)
C (1.898, 0.974, -4.952)
C (2.334, 1.434, -6.161)
H (0.920, 4.525, -6.137)
H (0.100, 3.700, -3.958)
H (0.892, 0.319, -2.525)
H (0.018, 1.908, -2.235)
H (2.164, -0.024, -4.626)
H (2.959, 0.823, -6.804)

Its net charge is -2. The value obtained for the gap between HOMO and LUMO is 3.65 eV. Its multiplicity is 1. For the energy, the calculation gives -93616.1624 eV.

List of Mulliken charges in e, atom by atom:
1 Na 0.901
2 O -0.726
3 C -0.236
4 N -0.043
5 C -0.065
6 O -0.766
7 C 0.628
8 C -0.489
9 C -0.480
10 C -0.463
11 C -0.233
12 N -0.489
13 C 0.489
14 C -0.643
15 C -0.262
16 C -0.839
17 C -0.075
18 N 0.115
19 H 0.483
20 H 0.393
21 H 0.407
22 H 0.619
23 H 0.440
24 H 0.391
25 H 0.446
26 H 0.432
27 O -0.894
28 C 3.429
29 C -0.697
30 C -0.357
31 C -0.707
32 C -0.570
33 S -0.120
34 C -0.831
35 C -1.027
36 C -0.614
37 C -0.603
38 S 0.049
39 C -0.223
40 C -0.490
41 C -0.749
42 C -0.501
43 S -0.158
44 H 0.498
45 H 0.396
46 H 0.437
47 H 0.507
48 H 0.387
49 H 0.449
50 H 0.561
51 H 0.400
52 H 0.463
53 Cl -0.347
54 C 0.356
55 C -0.588
56 C -0.646
57 C 1.703
58 C -1.921
59 C -0.620
60 C -0.616
61 H 0.347
62 H 0.283
63 H 0.392
64 H 0.019
65 H 0.333
66 H 0.336


# 2
Molecular formula: C5H7N
Method: DFT, ωB97M-V/def2-TZVPD

Cartesian coordinates (Å):
N (-1.008, 0.796, 0.471)
C (-1.550, 0.656, -0.729)
C (-0.442, -0.035, -1.532)
C (0.707, -0.342, -0.579)
C (0.389, -1.239, 0.591)
C (0.335, 0.256, 0.732)
H (-0.129, 0.616, -2.359)
H (-0.834, -0.948, -1.998)
H (1.730, -0.275, -0.928)
H (1.202, -1.808, 1.035)
H (-0.577, -1.738, 0.607)
H (-1.503, 1.161, 1.273)
H (1.033, 0.798, 1.374)

Its net charge is 0. The value obtained for the gap between HOMO and LUMO is 9.30 eV. Its multiplicity is 1. For the energy, the calculation gives -6785.8405 eV. The calculation puts the energy above the lowest of the compared OMol25 structures with the same formula, charge and spin at 257.8 kJ/mol.

List of natural (NBO) charges in e, atom by atom:
1 N -0.565
2 C 0.114
3 C -0.536
4 C -0.244
5 C -0.423
6 C -0.105
7 H 0.236
8 H 0.235
9 H 0.227
10 H 0.222
11 H 0.218
12 H 0.400
13 H 0.220


# 3
Molecular formula: C10H13ClO3SSn
Method: DFT, ωB97M-V/def2-TZVPD

Cartesian coordinates (Å):
Cl (0.184, 3.304, -1.103)
C (-1.962, -0.786, -1.600)
C (-1.140, -1.923, -1.416)
C (0.128, -1.678, -2.004)
H (-1.459, -2.874, -0.992)
C (0.149, -0.360, -2.535)
C (-1.182, 0.223, -2.276)
H (-1.528, 1.160, -2.715)
H (-3.020, -0.710, -1.365)
H (0.941, -2.397, -2.119)
C (1.224, 0.279, -3.334)
Sn (-0.099, 0.608, -0.220)
C (2.464, 0.760, 0.495)
O (3.486, 0.965, 0.950)
C (-1.336, 1.498, 1.948)
O (-1.741, 1.820, 2.963)
H (2.217, 0.018, -2.949)
H (1.130, 1.370, -3.330)
H (1.173, -0.070, -4.375)
C (0.169, -3.006, 3.629)
S (0.189, -1.910, 2.211)
C (1.407, -2.748, 1.188)
O (-1.145, -2.053, 1.532)
H (1.163, -2.996, 4.094)
H (-0.106, -4.017, 3.293)
H (-0.578, -2.616, 4.335)
H (2.068, -3.323, 1.850)
H (0.888, -3.407, 0.480)
H (2.002, -1.997, 0.649)

Its net charge is +2. The value obtained for the gap between HOMO and LUMO (alpha / beta) is 4.27 / 4.98 eV. Its multiplicity is 1. For the energy, the calculation gives -45890.1945 eV.

List of natural (NBO) charges in e, atom by atom:
1 Cl -0.315
2 C -0.156
3 C -0.073
4 C -0.334
5 H 0.289
6 C 0.091
7 C -0.435
8 H 0.318
9 H 0.293
10 H 0.283
11 C -0.705
12 Sn 1.307
13 C 0.513
14 O -0.332
15 C 0.549
16 O -0.325
17 H 0.266
18 H 0.273
19 H 0.319
20 C -0.816
21 S 1.218
22 C -0.831
23 O -0.955
24 H 0.263
25 H 0.266
26 H 0.275
27 H 0.277
28 H 0.258
29 H 0.218


# 4
Molecular formula: H16O8
Method: DFT, ωB97M-V/def2-TZVPD

Cartesian coordinates (Å):
H (-0.012, 1.207, 0.628)
H (-0.658, 0.233, 1.485)
H (2.879, 3.108, -0.729)
H (2.138, 3.162, -2.042)
H (1.078, -1.763, 1.387)
H (2.063, -1.476, 2.414)
H (-4.788, -0.540, -2.108)
H (-3.258, -0.503, -2.133)
H (-4.094, 1.421, 2.381)
H (-5.409, 1.744, 1.830)
H (2.125, 0.303, -0.896)
H (1.645, -1.116, -0.718)
H (-0.864, -3.783, -1.277)
H (0.231, -2.754, -1.271)
H (2.709, 0.677, 1.715)
H (3.761, 0.150, 0.577)
O (-0.520, 0.327, 0.588)
O (2.663, 3.709, -1.436)
O (2.005, -1.500, 1.413)
O (-4.080, 0.022, -2.032)
O (-4.572, 1.395, 1.541)
O (2.156, -0.571, -1.236)
O (-0.003, -3.651, -0.989)
O (2.804, 0.200, 0.908)

Its net charge is 0. The value obtained for the gap between HOMO and LUMO is 9.52 eV. Its multiplicity is 1. For the energy, the calculation gives -16636.3677 eV. The calculation puts the energy above the lowest of the compared OMol25 structures with the same formula, charge and spin at 544.5 kJ/mol. The SMILES is O.O.O.O.O.O.O.O.

List of natural (NBO) charges in e, atom by atom:
1 H 0.467
2 H 0.454
3 H 0.464
4 H 0.470
5 H 0.459
6 H 0.457
7 H 0.461
8 H 0.470
9 H 0.457
10 H 0.461
11 H 0.475
12 H 0.463
13 H 0.463
14 H 0.469
15 H 0.464
16 H 0.492
17 O -0.921
18 O -0.934
19 O -0.919
20 O -0.931
21 O -0.917
22 O -0.942
23 O -0.932
24 O -0.950


- multiplicity of number 2 (C5H7N)?
  1


Copy entry 4 word for word.
Molecular formula: H16O8
Method: DFT, ωB97M-V/def2-TZVPD

Cartesian coordinates (Å):
H (-0.012, 1.207, 0.628)
H (-0.658, 0.233, 1.485)
H (2.879, 3.108, -0.729)
H (2.138, 3.162, -2.042)
H (1.078, -1.763, 1.387)
H (2.063, -1.476, 2.414)
H (-4.788, -0.540, -2.108)
H (-3.258, -0.503, -2.133)
H (-4.094, 1.421, 2.381)
H (-5.409, 1.744, 1.830)
H (2.125, 0.303, -0.896)
H (1.645, -1.116, -0.718)
H (-0.864, -3.783, -1.277)
H (0.231, -2.754, -1.271)
H (2.709, 0.677, 1.715)
H (3.761, 0.150, 0.577)
O (-0.520, 0.327, 0.588)
O (2.663, 3.709, -1.436)
O (2.005, -1.500, 1.413)
O (-4.080, 0.022, -2.032)
O (-4.572, 1.395, 1.541)
O (2.156, -0.571, -1.236)
O (-0.003, -3.651, -0.989)
O (2.804, 0.200, 0.908)

Its net charge is 0. The value obtained for the gap between HOMO and LUMO is 9.52 eV. Its multiplicity is 1. For the energy, the calculation gives -16636.3677 eV. The calculation puts the energy above the lowest of the compared OMol25 structures with the same formula, charge and spin at 544.5 kJ/mol. The SMILES is O.O.O.O.O.O.O.O.

List of natural (NBO) charges in e, atom by atom:
1 H 0.467
2 H 0.454
3 H 0.464
4 H 0.470
5 H 0.459
6 H 0.457
7 H 0.461
8 H 0.470
9 H 0.457
10 H 0.461
11 H 0.475
12 H 0.463
13 H 0.463
14 H 0.469
15 H 0.464
16 H 0.492
17 O -0.921
18 O -0.934
19 O -0.919
20 O -0.931
21 O -0.917
22 O -0.942
23 O -0.932
24 O -0.950


- multiplicity of number 4 (H16O8)?
  1